A structure of composition C23H25Br2ClF4N4O9P2Tl, computed with wB97M-V/def2-TZVPD.

Atoms and positions in Å:
Tl -0.04129 0.41334 -0.03832
C 1.46558 -3.81948 0.61583
N 2.13359 -2.66470 0.06150
C 3.55502 -2.69455 0.32331
C 1.89652 -2.49112 -1.35612
C 0.42943 -2.40361 -1.75499
N -0.42799 -1.52747 -0.93829
C -1.64508 -2.08873 -0.60607
C -2.13493 -2.05261 0.70694
F -1.39198 -1.44776 1.65434
C -3.35718 -2.57875 1.05626
F -3.76362 -2.49129 2.33578
C -4.16166 -3.21273 0.12904
C -3.69403 -3.27265 -1.16607
F -4.44812 -3.85628 -2.11749
C -2.48276 -2.71939 -1.53221
F -2.13823 -2.73716 -2.83337
H 1.77793 -4.76608 0.13348
H 0.38467 -3.71722 0.51195
H 1.69220 -3.88527 1.68050
H 4.05641 -3.54043 -0.18477
H 3.73817 -2.78241 1.39562
H 4.01030 -1.77145 -0.04172
H 2.32233 -3.33422 -1.93966
H 2.42750 -1.59202 -1.66484
H 0.00398 -3.40995 -1.69694
H 0.40883 -2.14805 -2.81904
H -5.11874 -3.62869 0.40434
Br -5.29487 0.47230 -0.87103
C -4.36525 1.26591 0.57050
C -5.09661 1.93460 1.55873
C -4.46485 2.52264 2.61579
Br -5.50668 3.44066 3.91362
C -3.05659 2.45157 2.74428
C -2.31337 3.02704 3.79886
C -0.95406 2.90230 3.81969
C -0.32094 2.17634 2.79772
N -0.98951 1.62185 1.81981
C -2.33257 1.76022 1.74920
C -2.97705 1.16527 0.59374
O -2.29624 0.58219 -0.31341
H -6.17279 1.98518 1.46926
H -2.83466 3.56894 4.57582
H -0.35829 3.34284 4.60653
H 0.75354 2.06119 2.78006
N 2.69116 3.43668 -3.21005
C 1.32878 2.82604 -2.93767
C 0.38312 3.21272 -4.06166
P 1.71203 1.01283 -2.89277
O 0.42292 0.33840 -3.57303
O 2.89208 0.89638 -3.79346
O 1.81999 0.56594 -1.44778
P 0.79151 3.52897 -1.32230
O 2.17063 3.49300 -0.51615
O 0.40823 4.93137 -1.57828
O -0.20513 2.53256 -0.76753
H 3.20010 2.74106 -3.79142
H 3.16562 3.55065 -2.30592
H 2.60003 4.34773 -3.65352
H 0.71591 2.81319 -5.02301
H 0.28884 4.29968 -4.10856
H -0.60439 2.80546 -3.85430
H -0.15746 -0.12094 -2.94128
H 2.31770 2.71880 0.09387
Cl 2.99001 -1.33997 3.69311
C 3.58164 -0.02801 2.64442
C 2.52633 0.60778 1.73679
O 2.83798 1.71610 1.27535
O 1.45039 -0.02360 1.56990
H 4.36669 -0.43684 2.01231
H 4.00331 0.73891 3.28600

As for the LUMO energy: 2.321 eV. The value obtained for the highest occupied orbital energy is -5.19 eV. Its net charge is -1. Its energy above the lowest of the compared OMol25 structures with the same formula, charge and spin is 0.0 kJ/mol. The value obtained for the gap between HOMO and LUMO is 7.51 eV.